C17H29B3Br2F4O10 as an isolated structure at a distorted geometry, computed with ωB97M-V with the def2-TZVPD basis set.

The HOMO energy is -10.13 eV.

```
65
Properties=species:S:1:pos:R:3:mulliken_charge:R:1
C 0.21456 -1.71954 -1.69139 -1.537
C -0.48754 -1.73234 -3.04152 0.755
O 0.16625 -0.82410 -3.92244 -0.534
C -1.92410 -1.22514 -2.84283 -0.674
O -2.35548 -0.44281 -3.95565 -0.569
B -2.67551 0.83201 -3.70112 0.742
O -2.17922 1.86844 -4.48435 0.044
B -1.41832 2.68115 -3.66372 0.095
C 0.03912 3.05845 -4.09959 -0.600
C 0.46539 4.53393 -3.92255 -1.130
C 1.12475 4.91853 -2.61870 0.636
F 1.84911 6.03926 -2.85263 -0.337
Br -0.14458 5.42149 -1.24027 -0.060
C 2.17803 3.86112 -2.11305 0.299
F 3.08541 4.51680 -1.38954 -0.238
F 2.81680 3.31884 -3.13784 -0.235
Br 1.47196 2.46900 -0.95399 -0.054
O -1.99830 3.06148 -2.46728 -0.270
B -3.21248 2.47248 -2.18536 0.170
C -4.28943 3.23012 -1.30448 -0.402
C -4.30531 4.68917 -1.59068 0.537
O -3.69315 5.55493 -0.97504 -0.517
F -5.07675 4.99588 -2.65124 -0.233
O -3.49620 1.21473 -2.64258 -0.341
H -0.46236 -1.92473 -0.87459 0.372
H 1.05176 -2.40076 -1.65114 0.431
H 0.59343 -0.71742 -1.52022 0.299
H -0.48137 -2.72400 -3.47219 0.235
H 1.06647 -0.74054 -3.61119 0.314
H -1.91580 -0.60731 -1.95372 0.275
H -2.58791 -2.06544 -2.70954 0.292
H 0.70848 2.34878 -3.62713 0.409
H 0.09209 2.84407 -5.15702 0.216
H 1.10514 4.84057 -4.73644 0.522
H -0.42511 5.14176 -3.99469 0.429
H -5.24411 2.79518 -1.56494 0.318
H -4.08409 3.04833 -0.26013 0.333
O 1.77266 -1.65168 2.57854 -0.588
C 1.46084 -0.65599 3.17148 0.731
O 1.00222 0.39241 2.46998 -0.303
C 0.43543 1.56176 3.06979 -0.432
C 1.50446 2.56110 3.45911 -0.955
C 1.64810 -0.53003 4.66412 -1.006
H -0.21236 1.29791 3.90657 0.382
H -0.20502 1.99605 2.30365 0.309
H 2.17735 2.15574 4.21486 0.291
H 1.05017 3.46932 3.85494 0.386
H 2.10942 2.82121 2.59046 0.250
H 2.67856 -0.23942 4.86260 0.269
H 1.46322 -1.50316 5.11215 0.284
H 0.97751 0.18061 5.14058 0.345
O -0.26772 -6.11941 5.73389 -0.570
C 0.49622 -6.10438 4.81058 0.714
O 0.41102 -5.10931 3.91169 -0.371
C 1.38101 -4.89739 2.87784 0.020
C 1.09141 -5.74729 1.65732 -1.050
C 1.50013 -7.21470 4.59538 -0.884
H 2.39218 -5.04809 3.25863 0.337
H 1.30127 -3.84615 2.61825 0.024
H 1.14835 -6.81328 1.88151 0.325
H 1.80459 -5.52511 0.86330 0.344
H 0.08437 -5.54687 1.29169 0.298
H 1.00633 -8.03566 4.07816 0.243
H 1.83384 -7.56286 5.56930 0.303
H 2.38281 -6.91772 4.03440 0.317
```

C2H7BFNO3SSr as an isolated structure at a distorted geometry, computed with ωB97M-V with the def2-TZVPD basis set.

As for the charge: +2. The HOMO energy is -18.28 eV.

```
17
Properties=species:S:1:pos:R:3:mulliken_charge:R:1
C -1.51455 1.15213 -0.13918 -0.408
C -1.32081 -0.27197 0.64675 -0.393
B 0.20252 -0.57540 1.18396 0.439
O 0.62167 0.03960 2.47645 -0.500
N 1.19070 -1.50211 0.43373 -0.325
S 1.60311 -0.54019 -1.00582 0.982
O 2.85709 -1.05907 -1.74926 -0.430
O 1.83033 0.92561 -0.53751 -0.450
F 0.25383 -0.72085 -2.08249 -0.395
H -0.70372 1.39431 -0.94692 -0.350
H -2.56655 1.14847 -0.70041 0.352
H -1.54788 2.03269 0.66350 0.285
H -1.62111 -1.17124 -0.06140 0.234
H -2.07786 -0.28547 1.54659 0.355
H 1.62627 0.17156 2.50127 0.329
H 2.04889 -1.66492 1.02293 0.337
Sr -0.88192 0.92684 -3.25217 1.937
```

C35H33ClN4PbS2Si2 as an isolated structure at a distorted geometry, computed with ωB97M-V with the def2-TZVPD basis set.

As for the charge: +2. As for the relative energy (zero: lowest compared OMol25 entry of this formula, charge and spin): 0.00 kcal/mol. The HOMO energy is -12.42 eV.

```
78
Properties=species:S:1:pos:R:3:mulliken_charge:R:1
C 1.68480 1.72419 -0.29652 -0.475
C 2.10953 0.61681 -1.07937 -0.581
C 1.17375 0.45653 -2.14796 -0.631
H 3.06260 0.09671 -0.98440 0.568
C 0.16477 1.45123 -1.99620 -0.468
C 0.48421 2.23003 -0.84711 -0.742
H -0.02496 3.14115 -0.53589 0.515
H 2.26927 2.18968 0.49514 0.485
H 1.27279 -0.22270 -2.98885 0.561
H -0.62220 1.65878 -2.71743 0.579
Pb -0.35722 -0.54893 0.24948 0.990
Si -6.51404 -6.26543 -1.81573 0.397
C -5.37344 -7.70231 -2.04675 0.383
C -5.83734 -9.01894 -1.86989 -0.556
H -6.88561 -9.19802 -1.60857 0.340
C -4.94947 -10.09005 -2.03768 -0.503
H -5.30818 -11.11371 -1.91304 0.372
C -3.60480 -9.85876 -2.36145 -0.622
H -2.91334 -10.69960 -2.48177 0.379
C -3.14796 -8.54271 -2.53198 -0.499
H -2.10752 -8.35272 -2.80167 0.328
C -4.02503 -7.46143 -2.36717 -0.107
H -3.66186 -6.43330 -2.48486 0.499
C -6.90921 -5.49532 -3.44847 0.544
C -6.42259 -6.04345 -4.64917 -0.067
H -5.81443 -6.95517 -4.63701 0.369
C -6.71475 -5.41562 -5.86867 -0.632
H -6.31182 -5.82856 -6.79468 0.379
C -7.51185 -4.26228 -5.90408 -0.509
H -7.73577 -3.77469 -6.85896 0.400
C -8.01660 -3.73475 -4.70569 -0.535
H -8.63803 -2.83720 -4.72799 0.379
C -7.72614 -4.34642 -3.48058 -0.647
H -8.12818 -3.93889 -2.54654 0.336
H -5.84841 -5.29201 -0.91714 -0.228
Si -1.74362 -2.38049 -1.27580 0.205
C -2.33921 -1.53154 -2.81372 1.029
C -1.92558 -2.03359 -4.06529 -0.328
H -1.20204 -2.84792 -4.11651 0.436
C -2.39470 -1.45598 -5.24794 -0.721
H -2.13575 -1.90404 -6.19934 0.429
C -3.20968 -0.32316 -5.23270 -0.481
H -3.62224 0.08812 -6.16266 0.444
C -3.50036 0.25720 -3.99427 -0.651
H -4.10709 1.15643 -3.97386 0.438
C -3.03712 -0.29810 -2.79784 -0.218
H -3.17500 0.24772 -1.85967 -0.031
C -0.36189 -3.58899 -1.64871 0.867
C 0.99564 -3.34864 -2.00601 0.030
H 1.42232 -2.34348 -1.96487 0.403
C 1.80411 -4.41300 -2.41841 -0.724
H 2.83164 -4.24361 -2.73055 0.442
C 1.32785 -5.72792 -2.45818 -0.738
H 1.95426 -6.55562 -2.82495 0.408
C 0.01681 -5.95791 -2.03111 -0.485
H -0.37334 -6.96783 -2.04866 0.349
C -0.80891 -4.91659 -1.60498 -0.784
H -1.80375 -5.14184 -1.22523 0.418
H -7.78936 -6.77791 -1.25621 -0.183
Cl -3.26203 -2.86932 0.05294 -0.237
N 2.76041 -1.70999 1.55122 -0.303
C 2.15758 -0.84017 2.39648 0.664
N 0.99920 -0.26035 2.16497 0.041
C 0.61985 0.62696 3.18221 -0.396
C 1.52530 0.64998 4.22777 -0.281
S 2.87788 -0.37317 3.92581 -0.132
C -0.62121 1.31958 2.97777 -0.205
C -1.25976 2.26812 3.75151 -0.221
S -2.71290 2.82622 3.02019 -0.127
C -2.46776 1.67114 1.71266 0.596
N -1.34612 0.96982 1.83325 0.067
N -3.36533 1.48342 0.73784 -0.294
H 3.63584 -2.10112 1.87466 0.226
H 2.42561 -1.88262 0.62443 -0.023
H 1.38500 1.21999 5.13968 0.431
H -0.90805 2.61302 4.71924 0.420
H -4.20529 2.03002 0.77213 0.239
H -3.35440 0.61021 0.19461 -0.020
```

C43H46N9O3SSiSn as an isolated structure at a distorted geometry, computed with ωB97M-V with the def2-TZVPD basis set.

As for the charge: +1. As for the relative energy (zero: lowest compared OMol25 entry of this formula, charge and spin): 0.00 kcal/mol. The HOMO energy is -11.01 eV.

```
104
Properties=species:S:1:pos:R:3:mulliken_charge:R:1
Sn -0.44468 -8.69595 20.48258 1.428
N 2.20072 -12.57495 29.46010 -0.404
C 1.58716 -11.87950 28.79454 -0.330
C 1.04269 -11.05915 27.70127 0.598
C -0.12218 -11.55486 27.11077 -0.802
C -0.45578 -11.07122 25.82170 -0.417
C 0.31416 -10.02796 25.25723 -0.283
C 1.31478 -9.43354 25.97069 -0.064
C 1.74661 -10.01480 27.16491 -0.946
C 0.12891 -9.68680 23.84401 1.264
C -0.41118 -8.36975 23.60292 0.056
C -0.77671 -7.47487 24.63540 -0.819
C -1.40466 -6.40068 24.07822 -1.472
C -1.40516 -6.63659 22.65093 -0.856
N -0.78048 -7.82739 22.41425 0.585
C 0.31148 -10.64825 22.83527 0.271
C 0.72993 -11.97841 23.06242 -0.655
C 0.63045 -12.68940 21.82941 -1.738
C 0.09947 -11.74928 20.91638 -0.572
N -0.00759 -10.55083 21.49894 0.485
H -0.79417 -12.08366 27.72733 0.486
H -1.42820 -11.38410 25.42890 0.525
H 1.84202 -8.62309 25.53369 0.663
H 2.63283 -9.65090 27.68134 0.455
H -0.48457 -7.48527 25.68407 0.484
H -1.86811 -5.51166 24.48759 0.484
H -1.96625 -6.09768 21.96882 0.866
H 1.05697 -12.46040 23.96169 0.689
H 0.69010 -13.75389 21.59061 0.498
H -0.01618 -11.91558 19.84454 0.630
C 3.28988 -5.09858 16.91116 -1.535
C 3.02019 -6.60982 17.27695 1.699
C 4.05748 -7.00576 18.32701 -1.069
C 3.06831 -7.50660 16.07197 -1.391
O 1.72592 -6.79778 17.87908 0.721
Si 0.65041 -5.70826 18.30184 -1.004
S -0.91102 -6.66995 19.33490 -0.782
O -0.12171 -4.96132 17.10082 0.222
C -0.74726 -5.22407 15.80888 1.842
C -2.20808 -5.62615 16.07781 -1.672
C -0.01955 -6.32981 15.10505 -1.332
C -0.61292 -3.96295 14.88843 -1.765
O 1.52754 -4.61801 19.23640 0.334
C 1.29093 -3.41371 19.95435 1.395
C 1.06737 -2.23116 18.91996 -1.755
C 0.08615 -3.64581 20.85638 -0.973
C 2.58606 -3.11925 20.76639 -1.210
H 3.92866 -5.09976 16.02644 0.530
H 3.80136 -4.56939 17.70848 0.274
H 2.37363 -4.66542 16.57128 0.171
H 5.09549 -6.91069 17.98789 0.517
H 3.91278 -8.10700 18.52536 0.107
H 3.93191 -6.53768 19.34051 0.016
H 4.13699 -7.63238 15.83748 0.473
H 2.54748 -7.00997 15.30444 0.406
H 2.54817 -8.45860 16.25583 -0.116
H -2.34592 -6.59205 16.59710 0.207
H -2.72708 -5.74433 15.18125 0.576
H -2.71323 -4.88946 16.75859 0.296
H 0.15743 -7.20575 15.77739 -0.045
H 0.91782 -5.99833 14.67064 0.316
H -0.54711 -6.67048 14.23473 0.778
H -1.28557 -3.15792 15.13035 0.403
H -0.75953 -4.28829 13.89011 0.454
H 0.42474 -3.61030 15.01972 0.374
H 0.16534 -2.39442 18.31257 0.243
H 1.87085 -2.29543 18.26095 0.453
H 1.04319 -1.25720 19.42752 0.425
H -0.80707 -4.06209 20.34562 0.027
H -0.19067 -2.63821 21.30713 0.543
H 0.39975 -4.33273 21.66901 0.141
H 3.38814 -2.53690 20.14807 0.323
H 3.01488 -4.06802 21.15033 0.104
H 2.32577 -2.46200 21.62763 0.364
C 4.03510 -6.59527 24.06687 -0.805
C 3.05329 -6.03413 23.28309 -0.627
C 2.39533 -6.81325 22.31817 1.029
C 2.63059 -8.16132 22.15459 -0.814
C 3.51663 -8.79152 23.01170 -0.584
C 4.17567 -8.02745 23.99742 -0.781
N 1.99894 -8.69627 21.00314 2.041
N 2.65447 -9.54717 20.35928 -0.747
C 1.97354 -9.93392 19.18191 -0.024
C 2.76114 -10.73282 18.33183 -0.420
C 2.27371 -11.11558 17.12055 -0.690
C 1.03607 -10.58579 16.73475 -1.179
C 0.28182 -9.80925 17.60681 -0.472
N 0.76792 -9.51450 18.85480 0.897
H 4.60632 -5.96409 24.76828 0.415
H 2.84009 -4.98226 23.45302 0.522
H 1.67692 -6.22967 21.70922 -0.336
H 3.63324 -9.83957 23.00725 0.558
H 4.73173 -8.56286 24.75208 0.449
H 3.80690 -11.02680 18.57356 0.491
H 2.78747 -11.81227 16.42020 0.438
H 0.59596 -10.89012 15.79501 0.526
H -0.68521 -9.35058 17.32511 0.447
N -2.31685 -9.54644 19.92508 -0.651
C -2.76129 -10.64181 19.89059 0.632
C -3.11774 -11.95098 19.87872 0.038
C -2.70567 -12.68784 18.73322 0.242
N -2.40726 -13.06409 17.66526 -0.530
C -3.43917 -12.53858 21.13327 0.200
N -3.62835 -12.86583 22.19559 -0.462
```